# C27H37MnN4OSSe4Si

A molecular structure, C27H37MnN4OSSe4Si (the ωB97M-V functional and the def2-TZVPD basis, the Open Molecules 2025 dataset).

Last column: Mulliken spin population.
Atoms and positions in Å:
Mn  -0.10843  0.14199  -0.42597  2.298
Se  -1.23989  -1.70711  1.09889  0.575
Se  -1.10405  -0.94214  3.17897  0.345
Se  -0.26346  1.27287  3.01011  0.036
Se  -1.10310  1.93939  0.97061  0.002
C  3.50960  5.42081  -1.00639  0.000
C  3.50815  4.60457  -2.13038  -0.001
C  2.60444  3.55881  -2.22337  -0.003
C  1.71105  3.28671  -1.17801  -0.004
C  1.72515  4.11848  -0.05459  0.005
C  2.61318  5.18413  0.02442  0.001
Si  0.42369  1.97179  -1.46511  -0.251
C  -0.44287  2.53740  -3.01511  -0.011
C  -0.75644  1.64582  -4.04771  -0.002
C  -1.42218  2.07630  -5.18398  0.003
C  -1.80911  3.40598  -5.29625  -0.005
C  -1.50438  4.30800  -4.28582  0.003
C  -0.81099  3.87927  -3.16361  -0.001
H  4.20022  6.25172  -0.94269  0.000
H  4.20092  4.79262  -2.93994  0.000
H  2.58899  2.95594  -3.12505  -0.001
H  1.01722  3.94829  0.74905  -0.006
H  2.59434  5.83671  0.88838  0.000
H  0.72674  0.36816  -1.82427  0.013
H  -0.45702  0.60644  -3.97288  0.001
H  -1.63205  1.37957  -5.98576  0.000
H  -2.32942  3.74420  -6.18317  0.000
H  -1.79164  5.34686  -4.38083  0.000
H  -0.54891  4.60017  -2.39659  0.000
C  6.14588  -1.13651  4.06210  0.000
C  5.29798  -2.34157  4.45636  0.000
C  3.78855  -2.11347  4.39735  -0.005
C  3.23265  -1.79234  3.01455  0.008
N  3.39593  -0.36996  2.70046  0.000
C  2.80486  0.26711  1.69161  0.011
S  1.88890  -0.66442  0.57991  0.004
N  2.96194  1.58369  1.59380  0.006
C  3.67030  2.41555  2.56038  0.004
C  5.19663  2.38265  2.44512  0.000
C  5.76154  3.13884  1.24214  0.000
C  5.55324  2.44107  -0.09924  0.000
H  7.20183  -1.32170  4.25597  0.000
H  5.86578  -0.24686  4.63606  0.000
H  6.05344  -0.90764  2.99769  0.000
H  5.55794  -2.64853  5.47113  0.000
H  5.55083  -3.18616  3.80948  0.000
H  3.49738  -1.31703  5.09187  0.001
H  3.28628  -3.01593  4.74925  -0.001
H  2.16810  -2.01971  2.96354  0.005
H  3.72878  -2.39747  2.25119  -0.001
H  4.02441  0.15292  3.28912  -0.002
H  2.49695  2.03606  0.82372  -0.013
H  3.34616  2.13271  3.56711  0.001
H  3.32405  3.43572  2.39750  -0.002
H  5.55536  1.34940  2.41090  0.000
H  5.59599  2.81418  3.36639  0.000
H  6.83221  3.27877  1.40448  0.000
H  5.32467  4.14137  1.21157  0.000
H  5.96249  1.42848  -0.07666  0.000
H  6.05561  2.98358  -0.90033  0.000
H  4.49878  2.36712  -0.36764  0.001
N  -5.93452  -0.20798  -4.57209  0.000
C  -5.20824  -1.21353  -4.02807  0.000
O  -5.45328  -2.38821  -4.18754  0.000
C  -4.03600  -0.79497  -3.17309  -0.007
C  -2.97712  -1.68335  -3.04957  0.004
C  -1.90897  -1.33744  -2.25177  0.014
N  -1.83745  -0.17743  -1.57972  -0.004
C  -2.86415  0.66928  -1.69749  0.006
C  -3.97670  0.39865  -2.47255  -0.012
H  -6.70493  -0.45637  -5.17024  0.000
H  -5.62910  0.74734  -4.54984  0.000
H  -3.00760  -2.63497  -3.56104  0.000
H  -1.06213  -2.00711  -2.14824  -0.008
H  -2.80276  1.59909  -1.15307  -0.007
H  -4.78113  1.12088  -2.50157  0.000

Its spin multiplicity is 4. Its orbital gap (spin up / spin down) is 0.2650 / 0.2117 Eh. The value obtained for the relative energy (zero: lowest compared OMol25 entry of this formula, charge and spin) is 0.0 kcal/mol. The total charge is +1. For the LUMO energy (spin up / spin down), the calculation gives -3.2548 / -4.6241 eV.